Record 1
The following is a DFT calculation (wB97M-V/def2-TZVPD) of the molecule C3H3NO2 at a distorted geometry.

Last columns: bonded neighbours and bond lengths (Å).
Atoms and positions in Å:
1 C -1.37 -0.22 0.18  O2 1.434, H7 1.092, H8 1.093, H9 1.090
2 O -0.19 -0.34 -0.64  C1 1.434, C3 1.338
3 C 0.84 0.50 -0.53  O2 1.338, O4 1.196, C5 1.477
4 O 0.90 1.63 -0.92  C3 1.196
5 C 1.98 -0.19 0.11  C3 1.477, N6 1.156
6 N 2.82 -0.74 0.68  C5 1.156
7 H -1.44 -1.15 0.74  C1 1.092
8 H -1.31 0.63 0.86  C1 1.093
9 H -2.23 -0.11 -0.48  C1 1.090

The SMILES is COC(=O)C#N. The total energy comes out at -321.3084 Eh. Its multiplicity is 1. Its charge is 0. For the LUMO energy, the calculation gives -0.0110 Ha. For the HOMO-LUMO gap, the calculation gives 11.38 eV.

Löwdin population analysis, charges in e, atoms 1 to 6:
1. C -0.02
2. O -0.05
3. C -0.50
4. O 0.18
5. C -0.08
6. N 0.18


Record 2
The following is a DFT calculation (wB97M-V/def2-TZVPD) of the molecule C3H3NO2 at a distorted geometry.

Last columns: bonded neighbours and bond lengths (Å).
Atoms and positions in Å:
1 C 0.99 0.15 -0.19  C2 1.317, H7 1.076, H8 1.075
2 C -0.30 -0.11 -0.09  C1 1.317, C3 1.400, O5 1.637
3 C -1.02 -1.31 -0.09  C2 1.400, N4 1.145
4 N -1.64 -2.27 -0.07  C3 1.145
5 O -1.26 1.20 0.13  C2 1.637, O6 1.381
6 O -2.57 0.93 -0.20  O5 1.381, H9 0.976
7 H 1.34 1.16 -0.15  C1 1.076
8 H 1.71 -0.64 -0.30  C1 1.075
9 H -2.99 0.59 0.61  O6 0.976

The SMILES is C=C(C#N)OO. The total energy comes out at -321.1820 Eh. Its multiplicity is 1. Its charge is 0. For the LUMO energy, the calculation gives 0.0042 Ha. For the HOMO-LUMO gap, the calculation gives 10.55 eV.

Löwdin population analysis, charges in e, atoms 1 to 6:
1. C 0.11
2. C -0.20
3. C -0.19
4. N 0.20
5. O -0.13
6. O -0.06